Here is the ion CH5BrN with charge +1 in a non-equilibrium geometry from the OMol25 dataset. Energies are from ωB97M-V with the def2-TZVPD basis set.

Positions of all 8 atoms, in Å:
C  -0.534  -0.081  -0.812
N  0.279  -0.317  0.453
Br  -1.962  -1.375  -0.950
H  -0.947  1.004  -0.695
H  -0.091  0.093  -1.785
H  0.607  0.673  0.764
H  -0.465  -0.663  1.051
H  1.074  -1.066  0.383

The SMILES is [NH3+]CBr. The calculation puts the HOMO energy at -15.3513 eV. As for the total energy: -72642.683 eV. The net charge is +1.